A.
16
Properties=species:S:1:pos:R:3:nbo_charge:R:1 method="wB97M-V/def2-TZVPD" total_charge=+1 orbital_gap_ev=11.346 spin_multiplicity=1 lumo_energy_ev=-3.477
C 0.3079 0.7107 -1.2059 -0.21
C -0.9599 1.5597 -0.9269 -0.54
C -1.0050 2.0638 0.5215 0.47
O -0.5805 1.4450 1.4646 -0.52
N 0.3089 -0.3998 -0.1836 -0.71
H 1.1107 1.3620 -0.8832 0.23
H 0.4909 0.2910 -2.1888 0.25
H -1.9000 1.0681 -1.1872 0.26
H -0.8060 2.4486 -1.5345 0.26
H -1.3777 3.0938 0.6217 0.16
H -0.0689 -0.0521 0.7358 0.47
H 1.1861 -0.8469 0.1171 0.45
H -0.1846 -1.2477 -0.4759 0.44
H 0.5113 -3.9610 2.1054 0.48
H 1.7716 -4.1084 1.3314 0.48
O 1.1952 -3.4267 1.6886 -0.96

B.
16
Properties=species:S:1:pos:R:3:nbo_charge:R:1 method="wB97M-V/def2-TZVPD" total_charge=+1 orbital_gap_ev=10.940 spin_multiplicity=1 lumo_energy_ev=-3.564
C 0.2034 0.8229 0.3167 -0.22
C 1.3262 0.9444 -0.7253 -0.53
C 1.2681 -0.2924 -1.6284 0.41
O 0.3038 -1.0464 -1.7556 -0.54
N 0.1618 -0.5759 0.9332 -0.72
H -0.7144 0.8886 -0.3080 0.24
H 0.2988 1.5556 1.1433 0.25
H 2.3340 0.9477 -0.2644 0.25
H 1.1935 1.8248 -1.3465 0.29
H 1.8427 -0.3508 -2.5622 0.18
H 0.0254 -1.2690 0.1747 0.47
H -0.7185 -0.6360 1.4741 0.48
H 1.0521 -0.5950 1.4328 0.43
H -2.9921 -1.2605 1.6621 0.51
H -2.9474 -0.4453 0.2745 0.50
O -2.6375 -0.5126 1.1790 -0.98

Which one sits at the top of the stability order? A does.

A.
16
Properties=species:S:1:pos:R:3:nbo_charge:R:1 method="wB97M-V/def2-TZVPD" total_charge=+1 orbital_gap_ev=11.493 spin_multiplicity=1 lumo_energy_ev=-3.368
O 0.3589 1.2767 -2.0196 -0.50
C -0.4365 1.5198 -1.1556 0.43
C -0.3058 0.8424 0.2169 -0.17
C -1.5937 0.0870 0.6398 -0.61
N 0.8433 -0.1043 0.0929 -0.70
H -1.3356 2.1387 -1.2825 0.16
H -0.2766 1.6003 0.9801 0.25
H -1.9617 -0.6140 -0.1063 0.23
H -2.3437 0.8333 0.8784 0.25
H -1.2789 -0.5196 1.4872 0.23
H 0.6758 -0.9981 0.6006 0.48
H 1.6936 0.3732 0.3839 0.45
H 0.9125 -0.3169 -0.9120 0.46
H 0.7261 -3.3061 0.9988 0.52
H 0.8820 -2.5449 2.4592 0.52
O 0.8774 -2.5084 1.5041 -0.99

B.
16
Properties=species:S:1:pos:R:3:nbo_charge:R:1 method="wB97M-V/def2-TZVPD" total_charge=+1 orbital_gap_ev=12.883 spin_multiplicity=1 lumo_energy_ev=-3.099
C -1.3125 0.3667 0.6805 -0.44
N 0.1580 0.2190 0.4698 -0.37
C 0.9831 1.3843 0.2295 -0.45
C 0.4413 -0.8704 -0.5891 0.53
O 0.0160 -0.3651 -1.7985 -0.69
O -0.1731 -2.0645 -0.0401 -0.72
H -1.8834 0.8385 -0.1422 0.25
H -1.7016 -0.5784 1.0236 0.26
H -1.4080 0.9622 1.5552 0.23
H 0.4431 -0.2643 1.3042 0.44
H 1.0765 1.6909 -0.8842 0.27
H 0.4769 2.1302 0.8197 0.23
H 1.9874 1.3433 0.6171 0.25
H 1.7341 -1.0860 -0.5664 0.19
H -0.7547 -0.9164 -2.0836 0.51
H -0.0831 -2.7900 -0.5955 0.51

Which one sits at the top of the stability order? A does.

A.
8
Properties=species:S:1:pos:R:3:nbo_charge:R:1 method="wB97M-V/def2-TZVPD" orbital_gap_ev=10.886 spin_multiplicity=1 lumo_energy_ev=1.059
N 0.5267 -0.8186 0.7119 -0.86
C -0.0550 -0.3122 -0.4778 0.08
O -0.5349 1.0395 -0.4046 -0.73
H 1.3376 -0.3439 1.0753 0.36
H -0.1272 -1.0848 1.4318 0.37
H 0.6528 -0.4189 -1.2997 0.15
H -0.9054 -0.9217 -0.7541 0.17
H -0.0494 1.4330 0.3258 0.46

B.
8
Properties=species:S:1:pos:R:3:nbo_charge:R:1 method="wB97M-V/def2-TZVPD" orbital_gap_ev=11.027 spin_multiplicity=1 lumo_energy_ev=1.104
C -1.1572 0.6028 -0.1911 -0.06
N -0.7567 0.0193 0.8754 -0.62
H -1.1833 1.7423 -0.1621 0.18
H -1.3927 -0.0042 -1.0568 0.16
H -0.6950 -0.9099 1.0113 0.35
O 1.6993 -0.7111 -0.4981 -0.95
H 2.2264 -0.9223 0.2432 0.46
H 1.2592 0.1831 -0.2217 0.48

Which one sits at the top of the stability order? A does.

A.
11
Properties=species:S:1:pos:R:3:nbo_charge:R:1 method="wB97M-V/def2-TZVPD" orbital_gap_ev=9.434 spin_multiplicity=1 lumo_energy_ev=0.637
C -1.7969 -0.2954 -2.5323 0.28
O -0.7628 0.2990 -2.6202 -0.50
H -1.8402 -1.3126 -2.1041 0.11
H -2.7437 0.1509 -2.8464 0.10
C 1.2358 0.9311 1.0044 -0.75
S 0.7733 -0.7515 0.5367 0.10
S 0.0252 -1.4397 2.3512 -0.15
H 2.2529 1.0662 1.3788 0.22
H 1.1509 1.4855 0.0622 0.23
H 0.5299 1.3048 1.7334 0.23
H 1.1756 -1.4384 3.0363 0.12

B.
11
Properties=species:S:1:pos:R:3:nbo_charge:R:1 method="wB97M-V/def2-TZVPD" orbital_gap_ev=8.639 spin_multiplicity=1 lumo_energy_ev=0.271
C 2.2726 0.1610 -1.0297 0.27
O 2.1122 1.2693 -0.6041 -0.48
H 1.5862 -0.4660 -1.7569 0.11
H 2.5974 -0.7244 -0.3691 0.10
C -1.6859 0.7723 -0.0441 -0.75
S -1.4925 -0.9997 0.4660 0.04
S 0.2479 -1.3086 1.5082 -0.16
H -1.7236 0.9288 -1.2512 0.23
H -0.8816 1.4590 0.2927 0.25
H -2.5806 1.1236 0.4516 0.23
H -0.4521 -2.2154 2.3366 0.16

C.
11
Properties=species:S:1:pos:R:3:nbo_charge:R:1 method="wB97M-V/def2-TZVPD" orbital_gap_ev=9.020 spin_multiplicity=1 lumo_energy_ev=0.407
C 1.2562 2.6561 -0.0568 0.22
O 0.4862 3.0285 0.8680 -0.51
H 0.8515 2.8666 -1.0130 0.15
H 2.3455 2.2809 0.2481 0.14
C -0.0057 -1.2719 1.5750 -0.71
S -1.0962 -1.4839 0.0726 0.06
S 0.1444 -0.5449 -1.2268 -0.19
H -0.5975 -0.5455 2.1451 0.23
H 1.0139 -0.8773 1.2492 0.24
H -0.0616 -2.2278 2.0322 0.22
H 0.2824 -1.5686 -2.2475 0.15

D.
11
Properties=species:S:1:pos:R:3:nbo_charge:R:1 method="wB97M-V/def2-TZVPD" orbital_gap_ev=9.057 spin_multiplicity=1 lumo_energy_ev=0.028
C 3.1542 -2.1599 4.1522 -0.50
C 3.5196 -2.1538 2.8931 0.13
O 4.5607 -2.9322 2.4260 -0.70
H 2.3469 -1.4842 4.4020 0.21
H 3.7572 -2.6824 4.8936 0.21
H 2.9319 -1.7227 2.0907 0.16
H 4.3699 -3.2035 1.5181 0.48
S -3.0332 1.0064 -2.8519 -0.14
S -2.3023 2.4874 -1.6128 -0.13
H -2.9802 -0.2688 -2.4000 0.14
H -1.0507 2.2367 -1.1105 0.14

Which one sits at the top of the stability order? A does.

A.
15
Properties=species:S:1:pos:R:3:nbo_charge:R:1 method="wB97M-V/def2-TZVPD" total_charge=-2 orbital_gap_ev=5.721 spin_multiplicity=1 lumo_energy_ev=6.053
C -0.4128 -0.3054 0.5151 -0.35
N 0.9908 -0.8849 0.6610 -0.75
C 1.5619 -0.3614 2.5671 0.81
O 0.6069 -0.0049 3.2673 -0.70
O 2.7802 -0.4000 2.7050 -0.69
C -1.1218 -0.4044 -0.8267 -0.42
C -0.5623 0.6407 -1.7999 -0.48
S -1.5949 0.7145 -3.3701 -0.83
H 0.3206 0.4911 0.8337 0.27
H -1.1773 -0.4673 1.2750 0.16
H 1.1852 -1.2199 1.6919 0.24
H -1.1215 -1.4089 -1.2199 0.19
H -2.1652 -0.0965 -0.6911 0.19
H 0.5151 0.5228 -1.9220 0.18
H -0.7585 1.6374 -1.3851 0.18

B.
15
Properties=species:S:1:pos:R:3:nbo_charge:R:1 method="wB97M-V/def2-TZVPD" total_charge=-2 orbital_gap_ev=5.904 spin_multiplicity=1 lumo_energy_ev=5.927
O 2.9435 -1.0808 0.7438 -0.81
C 1.9744 -1.8642 0.7133 0.86
O 2.0020 -3.1316 0.7335 -0.85
N 0.6365 -1.3368 0.6442 -0.70
C 0.4654 0.0894 0.3807 -0.20
C -0.9904 0.6163 0.3403 -0.43
C -1.1299 1.8083 -0.6060 -0.51
S -2.8349 2.1246 -1.2736 -0.80
H 0.0123 -1.9465 0.1344 0.36
H 0.9035 0.3071 -0.6041 0.16
H 1.0078 0.6706 1.1230 0.19
H -1.6828 -0.1866 0.0639 0.20
H -1.4049 0.9777 1.2867 0.18
H -0.5688 1.6095 -1.5267 0.17
H -0.7833 2.7826 -0.2494 0.18

Which one sits at the top of the stability order? B does.

A.
18
Properties=species:S:1:pos:R:3:nbo_charge:R:1 method="wB97M-V/def2-TZVPD" orbital_gap_ev=11.225 spin_multiplicity=1 lumo_energy_ev=0.747
C -0.3067 -1.5630 -0.2196 -0.62
C -1.0809 -0.2808 -0.0068 0.10
C -0.3384 0.6872 0.8754 -0.63
O -1.3574 0.2893 -1.2857 -0.74
H 0.7240 -1.3605 -0.5032 0.21
H -0.2919 -2.1083 0.7229 0.21
H -0.7812 -2.1686 -0.9920 0.22
H -2.0386 -0.5148 0.4547 0.15
H 0.6121 0.9865 0.4440 0.22
H -0.9483 1.5716 1.0726 0.20
H -0.1749 0.2256 1.8452 0.22
H -1.7028 1.1740 -1.1236 0.47
O 3.6839 1.2580 3.9277 -0.93
H 4.6333 1.4284 3.9537 0.47
H 3.6695 0.2943 3.9802 0.46
O -1.1597 0.2476 -4.5238 -0.95
H -1.6277 -0.4627 -4.9906 0.47
H -1.5141 0.2962 -3.6311 0.49

B.
18
Properties=species:S:1:pos:R:3:nbo_charge:R:1 method="wB97M-V/def2-TZVPD" orbital_gap_ev=8.688 spin_multiplicity=1 lumo_energy_ev=0.263
C 0.5172 2.6226 1.0769 -0.26
O 1.1414 1.7272 0.2529 -0.66
H -0.5614 2.4721 1.1226 0.20
H 0.8882 2.4922 2.0934 0.18
H 0.6848 3.6755 0.8501 0.19
H 1.9725 1.9941 -0.1465 0.51
C -0.3297 -2.6227 -1.1940 -0.24
O 0.9029 -2.0985 -0.9122 -0.77
H -0.9413 -2.7394 -0.2993 0.13
H -0.9007 -2.0077 -1.8895 0.13
H -0.2760 -3.6112 -1.6502 0.16
H 0.7480 -1.2046 -0.5984 0.46
C -0.9474 -0.3065 0.2683 -0.28
O 0.2855 -0.0702 -0.3893 -0.74
H -1.6839 -0.9302 -0.2385 0.20
H -0.6597 -0.7375 1.2272 0.17
H -1.5066 0.6099 0.4569 0.15
H 0.6661 0.7348 -0.0303 0.46

C.
18
Properties=species:S:1:pos:R:3:nbo_charge:R:1 method="wB97M-V/def2-TZVPD" orbital_gap_ev=10.805 spin_multiplicity=1 lumo_energy_ev=0.600
C 16.0929 -4.9619 -0.7506 -0.63
C 15.3386 -6.2694 -1.0401 0.09
C 16.2922 -7.4593 -0.9734 -0.65
O 14.4012 -6.4623 0.0003 -0.71
H 16.3966 -4.8549 0.2907 0.20
H 15.3906 -4.1323 -0.8311 0.21
H 16.9576 -4.8370 -1.4024 0.21
H 14.8161 -6.0499 -1.9712 0.18
H 15.9137 -8.1992 -1.6785 0.22
H 16.3141 -8.0268 -0.0431 0.22
H 17.3134 -7.2236 -1.2728 0.21
H 14.9093 -6.3386 0.8053 0.46
O 7.4588 -5.9581 -3.7850 -0.93
H 7.9766 -5.3880 -3.2166 0.47
H 7.8711 -5.8779 -4.6451 0.47
O 9.8608 -9.7247 -1.7801 -0.94
H 10.4214 -9.2585 -1.1598 0.47
H 9.4449 -9.0328 -2.2946 0.47

Which one sits at the top of the stability order? A does.